1.
This record from OMol25 describes a structure of composition C22H49GdN2P3SSe in a non-equilibrium geometry. The level of theory is ωB97M-V/def2-TZVPD.

Calculated values
- Gap between HOMO and LUMO (spin up / spin down): 4.684 / 4.198 eV
- HOMO (spin up / spin down): -0.6172 / -0.6106 Ha
- E_LUMO (spin up / spin down): -12.111 / -12.417 eV
- Net charge: +3
- Multiplicity: 8

Element x y z (Å)
Gd  -1.0375  0.0572  -1.0530
P  -1.2974  -2.4500  0.3014
P  1.7265  -0.6749  1.2955
P  1.5489  -1.5504  -2.0611
H  -3.3409  2.8649  -5.3112
C  -3.2448  1.7634  -5.5568
C  -2.8417  0.8735  -4.6127
H  -2.3017  1.2718  -3.7232
C  -2.7502  -2.1579  1.3749
C  -0.4171  -3.7519  1.2466
C  -2.0281  -3.4302  -1.0981
C  3.0826  0.5798  1.4794
C  1.1515  -0.6056  3.0433
C  2.8007  -2.1699  1.4652
C  1.2791  -1.5444  -3.8572
C  1.9256  -3.3410  -1.8404
C  3.2769  -0.8871  -2.0855
H  -3.6305  1.5577  -6.5872
H  -3.0771  -0.1947  -4.6274
H  -3.2098  -1.1828  1.1711
H  -2.4916  -2.1688  2.4414
H  -3.4806  -2.9475  1.1783
H  -0.0105  -3.3505  2.1862
H  0.4131  -4.1897  0.6721
H  -1.1325  -4.5528  1.4928
H  -2.4816  -2.7713  -1.8589
H  -2.8134  -4.0782  -0.6838
H  -1.2682  -4.0465  -1.6065
H  3.7551  0.2886  2.3023
H  2.6547  1.5686  1.6970
H  3.6661  0.6562  0.5515
H  2.0262  -0.6283  3.7101
H  0.4790  -1.4412  3.2866
H  0.6084  0.3382  3.1992
H  3.3771  -2.0722  2.3969
H  3.5055  -2.2466  0.6269
H  2.1968  -3.0855  1.5204
H  2.2286  -1.7937  -4.3394
H  0.9491  -0.5558  -4.1863
H  0.5189  -2.2747  -4.1344
H  2.5548  -3.6873  -2.6740
H  0.9923  -3.9193  -1.8448
H  2.4505  -3.5298  -0.8946
H  3.7685  -1.1984  -3.0154
H  3.8829  -1.2405  -1.2475
H  3.2138  0.2068  -2.0524
C  1.1661  2.8442  -2.8816
C  -0.1404  3.1622  -3.3197
C  -0.3379  3.1320  -4.6670
C  0.6734  2.9279  -5.6056
C  1.9893  2.8411  -5.1179
C  2.2527  2.7846  -3.7620
Se  1.1170  2.2271  -1.1219
H  -0.1663  1.1712  -2.5267
H  -0.9833  3.3431  -2.6229
H  -1.3583  3.2473  -5.0311
H  0.4570  2.8827  -6.6724
H  2.8042  2.8138  -5.8303
H  3.2634  2.6336  -3.3570
C  -3.1755  0.0201  5.5981
C  -2.0174  0.2433  4.6366
N  -2.5237  1.0212  3.4561
C  -1.7447  1.5670  2.4886
S  -2.3485  1.8132  0.8663
N  -0.5421  2.0993  2.9177
C  -0.5809  3.0272  4.0849
C  0.7124  2.9988  4.8633
H  -3.5469  0.9793  5.9809
H  -2.8385  -0.5672  6.4573
H  -4.0024  -0.5154  5.1164
H  -1.2159  0.8100  5.1291
H  -1.6194  -0.7067  4.2347
H  -3.4345  0.6907  3.1347
H  0.0721  2.4433  2.1702
H  -0.8148  4.0442  3.7434
H  -1.4076  2.7506  4.7428
H  1.5647  3.3558  4.2756
H  0.6443  3.6391  5.7537
H  0.9050  1.9684  5.1783

These are the Löwdin partial charges, in e, on atoms 1 to 4: Gd 0.939; P 0.673; P 0.752; P 0.691


2.
This record from OMol25 describes a structure of composition C22H49InN2P3S2 in a non-equilibrium geometry. The level of theory is ωB97M-V/def2-TZVPD.

Calculated values
- Gap between HOMO and LUMO: 4.095 eV
- HOMO: -0.5032 Ha
- E_LUMO: -9.596 eV
- Net charge: +3
- Multiplicity: 1

Element x y z (Å)
In  0.1880  0.1637  0.3691
P  2.5301  0.3911  -0.7655
P  -0.2397  2.7748  -0.1469
P  0.1359  -2.4217  -0.1884
H  -1.9929  1.0166  -1.9294
C  -2.0192  0.0728  -1.3781
C  -2.4026  0.0277  -0.0683
H  -2.7570  0.9253  0.4480
C  2.5472  0.4186  -2.5883
C  3.4487  1.8824  -0.2751
C  3.6607  -0.9542  -0.2941
C  -1.9573  3.3628  0.0458
C  0.6860  3.9174  0.9397
C  0.2031  3.3023  -1.8427
C  -1.4946  -3.2211  -0.0212
C  1.2017  -3.3797  0.9443
C  0.6953  -2.8273  -1.8828
H  -1.8599  -0.8403  -1.9576
H  -2.6306  -0.9223  0.4259
H  3.5829  0.5058  -2.9504
H  1.9623  1.2709  -2.9577
H  2.1008  -0.5020  -2.9846
H  4.4684  1.8237  -0.6837
H  3.5075  1.9411  0.8203
H  2.9633  2.7920  -0.6482
H  4.6684  -0.7180  -0.6667
H  3.3368  -1.9145  -0.7123
H  3.6926  -1.0394  0.8010
H  -2.0150  4.4475  -0.1338
H  -2.3026  3.1518  1.0675
H  -2.6176  2.8412  -0.6573
H  0.7605  4.9198  0.4900
H  1.7006  3.5415  1.1217
H  0.1808  3.9961  1.9116
H  -0.1217  4.3380  -2.0258
H  -0.2983  2.6430  -2.5639
H  1.2862  3.2313  -2.0035
H  -1.4180  -4.3027  -0.2075
H  -2.2118  -2.7869  -0.7276
H  -1.8689  -3.0562  0.9985
H  1.2235  -4.4400  0.6498
H  0.8066  -3.2940  1.9652
H  2.2233  -2.9805  0.9435
H  0.5865  -3.9016  -2.0918
H  1.7420  -2.5364  -2.0317
H  0.0814  -2.2755  -2.6066
C  -3.2531  -4.7508  -4.4868
C  -3.0310  -4.9313  -5.8645
C  -4.0985  -4.8413  -6.7585
C  -5.3946  -4.5859  -6.2905
C  -5.6239  -4.4298  -4.9161
C  -4.5598  -4.5197  -4.0119
S  -1.9434  -4.8020  -3.3337
H  -0.9223  -4.9755  -4.2005
H  -2.0179  -5.1355  -6.2149
H  -3.9191  -4.9700  -7.8272
H  -6.2266  -4.5100  -6.9894
H  -6.6238  -4.2373  -4.5355
H  -4.7161  -4.4095  -2.9416
C  2.9558  1.5739  5.9684
C  2.8824  2.5640  4.8325
N  2.2291  2.0288  3.5897
C  1.0306  1.3711  3.5793
S  0.9042  -0.1926  2.8484
N  -0.0692  1.8976  4.1388
C  -0.1390  3.0187  5.1030
C  -0.0552  4.3770  4.4620
H  1.9662  1.2255  6.2847
H  3.4497  2.0280  6.8294
H  3.5527  0.7080  5.6817
H  2.3430  3.4781  5.0799
H  3.9010  2.8445  4.5344
H  2.8874  1.5411  2.9871
H  -0.8599  1.2542  4.1021
H  -1.1069  2.9226  5.6050
H  0.6398  2.8604  5.8561
H  -0.8698  4.5369  3.7471
H  -0.1700  5.1352  5.2413
H  0.8948  4.5412  3.9501

These are the Löwdin partial charges, in e, on atoms 1 to 4: In 0.337; P 0.724; P 0.774; P 0.762


3.
This record from OMol25 describes a structure of composition C22H49N2O2P3Tm in a non-equilibrium geometry. The level of theory is ωB97M-V/def2-TZVPD.

Calculated values
- Gap between HOMO and LUMO (spin up / spin down): 5.851 / 5.895 eV
- HOMO (spin up / spin down): -0.5583 / -0.5583 Ha
- E_LUMO (spin up / spin down): -9.341 / -9.297 eV
- Net charge: +3
- Multiplicity: 3

Element x y z (Å)
Tm  -0.2397  0.9516  -0.3247
P  2.3986  -1.0938  0.4533
P  1.7737  2.8298  -0.1922
P  -1.1058  -2.2596  -0.2166
H  0.9037  2.3819  -2.9266
C  -0.0130  2.4040  -3.5094
C  -1.0168  3.2356  -3.2331
H  -0.9137  4.1234  -2.6067
C  3.4048  -2.2922  -0.4411
C  3.5785  -0.0396  1.2969
C  1.5750  -2.0077  1.7676
C  1.1204  4.2549  -1.1295
C  2.5046  3.8083  1.1884
C  3.2853  2.4860  -1.1853
C  -2.6372  -2.5199  -1.1649
C  -1.4312  -3.4499  1.1428
C  0.0270  -3.1957  -1.2907
H  -0.0241  1.7763  -4.4077
H  -1.9783  3.1381  -3.7261
H  3.8735  -2.9741  0.2828
H  4.1792  -1.7466  -0.9948
H  2.8044  -2.8627  -1.1542
H  4.1752  -0.6840  1.9543
H  3.1083  0.7227  1.9279
H  4.2537  0.4572  0.5948
H  2.3497  -2.2667  2.4990
H  1.1143  -2.9256  1.3929
H  0.8111  -1.4136  2.2841
H  1.4769  5.2123  -0.7346
H  0.0295  4.2483  -1.0293
H  1.4084  4.1592  -2.1791
H  3.6020  3.7655  1.1399
H  2.1510  3.4306  2.1586
H  2.1781  4.8537  1.0643
H  4.0839  3.1478  -0.8162
H  3.1100  2.6862  -2.2495
H  3.5987  1.4416  -1.0686
H  -3.1376  -3.4286  -0.8262
H  -2.3963  -2.6104  -2.2228
H  -3.3193  -1.6751  -1.0321
H  -2.2070  -4.1650  0.8463
H  -1.7994  -2.9104  2.0248
H  -0.5404  -4.0092  1.4357
H  -0.4486  -4.1184  -1.6406
H  0.9376  -3.4578  -0.7475
H  0.3077  -2.6092  -2.1717
C  -1.0514  -0.4607  -3.3028
C  -0.0025  -0.9744  -4.0985
C  -0.3311  -1.7890  -5.1847
C  -1.6671  -2.0185  -5.5029
C  -2.6980  -1.4908  -4.7038
C  -2.3901  -0.5678  -3.6971
O  -0.7877  0.0493  -2.0911
H  1.4856  -0.6027  -0.6528
H  1.0273  -0.7095  -3.8444
H  0.4577  -2.2599  -5.7809
H  -1.9311  -2.6834  -6.3362
H  -3.7650  -1.7539  -4.8838
H  -3.1345  -0.0346  -3.0912
C  0.9231  0.9150  3.8759
N  -0.5289  0.8361  3.9845
C  -1.0606  1.3077  5.2579
C  -1.3054  0.5847  2.9182
O  -0.7868  0.6770  1.7155
N  -2.5955  0.2596  3.0061
C  -3.2487  -0.2355  4.2200
C  -3.2731  0.0672  1.7309
H  1.3168  0.7498  4.8975
H  1.2616  1.9092  3.5382
H  1.3431  0.1577  3.2032
H  -1.7392  2.1607  5.1575
H  -1.5805  0.5151  5.7974
H  -0.2129  1.6198  5.8761
H  -3.4432  0.6022  4.9072
H  -4.2066  -0.6829  3.9055
H  -2.6418  -1.0139  4.7264
H  -3.1390  0.9608  1.0956
H  -2.8687  -0.8175  1.1939
H  -4.3419  -0.0766  1.9302

These are the Löwdin partial charges, in e, on atoms 1 to 4: Tm 1.287; P 0.886; P 0.749; P 0.787


4.
This record from OMol25 describes a structure of composition C22H4B5BaBr2O40 in a non-equilibrium geometry. The level of theory is ωB97M-V/def2-TZVPD.

Calculated values
- Gap between HOMO and LUMO: 1.973 eV
- HOMO: -0.1159 Ha
- E_LUMO: -1.181 eV
- Net charge: -3
- Multiplicity: 1

Element x y z (Å)
Ba  7.2044  12.8486  -12.1805
O  17.1261  15.6248  -15.9476
C  16.8327  15.1971  -14.8068
O  15.8340  14.3925  -14.4773
B  15.8897  13.9791  -12.9970
O  16.9282  14.9220  -12.4443
C  17.5321  15.5701  -13.4866
O  18.4866  16.4662  -13.4431
O  16.1051  12.4926  -12.9696
C  14.9971  11.8085  -12.4200
O  14.7929  10.6035  -12.4367
C  13.9750  12.9694  -12.1564
O  14.5970  14.1107  -12.3190
O  12.7495  12.8689  -11.8160
O  3.6139  16.7398  -13.4360
C  2.7128  17.3568  -13.9326
O  2.3310  17.1158  -15.1485
B  1.3791  18.1841  -15.5130
O  1.0482  18.9225  -14.2736
C  1.8526  18.4859  -13.3177
O  2.0486  18.9664  -12.2045
O  2.0126  19.0968  -16.4838
C  1.3584  19.1743  -17.5810
O  1.5882  19.8082  -18.6125
C  0.0426  18.2492  -17.4380
O  0.1274  17.7263  -16.1653
O  -0.7736  18.0352  -18.3337
O  6.4771  14.5071  -17.2394
C  6.5364  15.2419  -18.3028
O  6.9397  16.5405  -18.4193
B  7.0942  16.8873  -19.8354
O  6.4412  15.7602  -20.6152
C  6.2372  14.7477  -19.6996
O  5.8379  13.6203  -20.0733
O  8.5106  17.1007  -20.2910
C  8.7151  18.2972  -20.6607
O  9.8191  18.9544  -20.7137
C  7.2960  19.1080  -20.5719
O  6.4285  18.2210  -20.1351
O  7.2382  20.3256  -20.8286
O  14.3988  11.0046  -18.5380
C  13.1753  11.0796  -18.4891
O  12.4296  10.1153  -17.9943
B  11.0114  10.4582  -17.9422
O  10.9572  11.8412  -18.4671
C  12.2123  12.1387  -18.9085
O  12.5167  13.1961  -19.4773
O  10.4443  10.4446  -16.5668
C  9.3006  9.7150  -16.5450
O  8.4708  9.6596  -15.6052
C  9.0091  9.2359  -17.9756
O  10.0666  9.5938  -18.6564
O  7.9474  8.7736  -18.4003
O  5.5482  22.8885  -15.3813
C  6.5888  22.3663  -14.9621
O  7.2994  21.3633  -15.5293
B  8.4995  20.9743  -14.7996
O  8.5977  22.0832  -13.8020
C  7.5317  22.9231  -13.8506
O  7.3348  23.9474  -13.1931
O  8.2113  19.6849  -14.1450
C  9.0902  18.8431  -14.4982
O  9.1480  17.6584  -14.1019
C  10.0297  19.4839  -15.5500
O  9.7502  20.7554  -15.6231
O  10.9273  19.0233  -16.2398
Br  6.8650  9.1817  -8.1744
C  5.8470  8.0406  -6.8714
C  5.1938  6.9472  -7.5774
Br  4.1978  5.6948  -6.3514
H  5.1336  8.6919  -6.3664
H  6.5109  7.6969  -6.0781
H  5.9484  6.3973  -8.1399
H  4.3867  7.2151  -8.2593

These are the Löwdin partial charges, in e, on atoms 1 to 4: Ba 1.921; O 0.096; C -0.366; O 0.192


5.
This record from OMol25 describes a structure of composition C22H50AgBr6O14P3 in a non-equilibrium geometry. The level of theory is ωB97M-V/def2-TZVPD.

Calculated values
- Gap between HOMO and LUMO (spin up / spin down): 6.953 / 5.332 eV
- HOMO (spin up / spin down): -0.4307 / -0.4307 Ha
- E_LUMO (spin up / spin down): -4.766 / -6.387 eV
- Net charge: +1
- Multiplicity: 2

Element x y z (Å)
Ag  -1.2753  -0.4213  1.2236
C  3.4258  1.1352  3.2275
C  2.0189  0.6381  2.7669
O  1.7900  0.6928  1.5237
O  1.0899  0.3094  3.5016
H  3.5229  2.2105  3.0778
H  4.1530  0.5794  2.6357
H  3.5797  0.9165  4.2842
C  8.2096  -0.3329  -0.5865
Br  8.1209  0.5909  1.2058
Br  8.8845  0.9128  -1.9661
Br  6.5034  -1.1170  -0.8255
H  9.0217  -1.0575  -0.5270
C  4.0682  3.6027  7.3597
Br  3.5481  5.4565  7.2317
Br  4.3400  3.1705  9.2836
Br  5.8206  3.6544  6.4273
H  3.2534  3.0337  6.9118
C  -1.5523  5.5048  -3.8363
C  -1.5280  5.9246  -2.3390
O  -1.1702  4.8052  -1.5956
P  -2.0237  4.2537  -0.3556
O  -1.8904  2.8059  -0.0280
O  -1.5301  5.3450  0.8315
C  -1.8199  4.8164  2.2104
C  -1.5153  5.8736  3.3035
O  -3.5511  4.6645  -0.6873
C  -4.3570  4.0451  -1.6657
C  -4.5513  2.6500  -1.2165
H  -2.3611  4.9093  -4.2599
H  -1.4654  6.3874  -4.4699
H  -0.6928  4.8932  -4.1108
H  -0.8455  6.7542  -2.1546
H  -2.5444  6.1814  -2.0405
H  -2.8775  4.5553  2.1726
H  -1.3779  3.8765  2.5409
H  -2.0437  6.8258  3.2559
H  -1.6371  5.5338  4.3319
H  -0.4624  6.1473  3.2364
H  -5.2863  4.6139  -1.6970
H  -3.9941  3.9965  -2.6924
H  -5.1985  2.0911  -1.8924
H  -3.6251  2.0804  -1.2918
H  -4.9747  2.4994  -0.2234
C  0.0922  -3.9818  -5.5876
C  -0.5933  -3.3903  -4.3265
O  -1.3486  -2.2234  -4.6821
P  -0.9661  -0.8264  -3.9396
O  -0.9969  -0.9461  -2.4574
O  0.5457  -0.4630  -4.4041
C  1.3904  0.2378  -3.5404
C  2.2967  1.1432  -4.4322
O  -1.8889  0.2654  -4.6971
C  -1.7626  0.4553  -6.0947
C  -3.1075  0.1521  -6.6405
H  0.8258  -3.2851  -5.9932
H  0.5466  -4.9690  -5.5041
H  -0.5758  -4.0913  -6.4419
H  -1.1958  -4.1513  -3.8304
H  0.2368  -3.1613  -3.6581
H  0.9628  0.9083  -2.7949
H  1.9997  -0.5250  -3.0555
H  3.0353  1.3662  -3.6624
H  2.7430  0.6519  -5.2969
H  1.8458  2.0803  -4.7587
H  -1.5476  1.4992  -6.3232
H  -0.8375  0.0066  -6.4567
H  -3.9426  0.4957  -6.0300
H  -3.2117  0.6414  -7.6089
H  -3.2236  -0.9066  -6.8721
C  -2.1080  -7.6402  0.9223
C  -2.2118  -6.1965  1.4593
O  -1.3013  -6.1880  2.5450
P  -0.5985  -4.7894  3.1319
O  -0.6578  -3.6241  2.1817
O  -1.3488  -4.6128  4.5437
C  -1.4669  -3.3146  5.2002
C  -0.5432  -3.2107  6.4386
O  1.0024  -5.1713  3.5505
C  2.1359  -4.1968  3.8873
C  2.8977  -3.8832  2.5719
H  -2.9422  -8.0586  0.3592
H  -1.1842  -7.7638  0.3571
H  -2.0365  -8.3926  1.7077
H  -1.9632  -5.3944  0.7644
H  -3.2219  -6.0046  1.8212
H  -1.5759  -2.5226  4.4593
H  -2.4693  -3.2634  5.6253
H  -0.9460  -2.3963  7.0408
H  -0.4630  -4.2417  6.7834
H  0.4117  -2.8675  6.0407
H  1.7259  -3.3060  4.3632
H  2.8011  -4.6583  4.6171
H  3.8910  -3.5055  2.8142
H  3.2200  -4.6620  1.8808
H  2.4305  -3.1275  1.9403

These are the Löwdin partial charges, in e, on atoms 1 to 4: Ag 0.921; C 0.051; C -0.628; O 0.214


E across the listed records, respectively: -5565.3936; -2986.8495; -3235.9619; -9149.1915; -18536.5670 Eh.